A structure of composition C9H11FO3S at a distorted geometry, computed with ωB97M-V/def2-TZVPD.

The geometry in XYZ format:
```
25
Properties=species:S:1:pos:R:3
C 4.183 0.423 0.329
C 3.505 -0.539 1.070
C 3.521 0.969 -0.788
C 2.320 -1.035 0.629
C 2.224 0.548 -1.164
C 1.607 -0.490 -0.431
C -3.457 -0.013 -0.771
C -2.714 -0.089 0.523
C -0.833 0.407 0.153
O -0.317 -2.240 0.092
O -4.803 -0.372 -0.449
O -3.195 0.821 1.440
F -0.827 1.414 -0.757
S -0.109 -1.018 -0.780
H 5.097 0.740 0.584
H 3.967 -0.981 2.069
H 4.095 1.793 -1.394
H 1.739 -1.898 1.199
H 1.883 1.143 -1.914
H -2.976 -0.788 -1.466
H -3.604 0.901 -1.299
H -2.448 -0.993 0.894
H -0.299 0.590 1.036
H -4.976 -0.731 0.398
H -3.584 1.439 0.797
```

Multiplicity   1
Net charge   0
HOMO-LUMO gap   9.76 eV
Energy relative to the best compared isomer or geometry (same formula, charge and spin)   119.81 kJ/mol
Total energy   -29202.2423 eV